(1)
53
Properties=species:S:1:pos:R:3:forces:R:3 method="wB97M-V/def2-TZVPD" spin_multiplicity=3 homo_lumo_gap_ha="0.198 / 0.287" de_lowest_kj_mol=50.1 total_energy_ev=-67918.4014 homo_ev="-9.58 / -12.22" lumo_ev="-4.177 / -4.411" total_charge=+1
Ti -0.11634 1.51088 -0.25421 0.379 0.841 -0.681
O -1.11648 4.57595 -2.78720 0.170 0.006 -0.345
C -0.97798 3.74116 -1.77569 -0.024 -0.157 0.237
O -0.13411 2.78142 -1.80701 -0.073 0.856 -0.491
C -1.79628 3.85381 -0.61785 -0.019 -0.225 0.198
C -2.96306 4.59947 -0.38460 -0.076 0.104 0.039
C -3.72127 4.28494 0.71613 -0.059 -0.026 0.103
C -3.34797 3.22676 1.59375 -0.298 0.352 0.032
C -2.17331 2.59345 1.35998 0.477 -0.077 -0.304
N -1.39850 2.92045 0.29311 -0.746 0.414 0.157
C -1.60460 1.36228 2.05066 0.559 0.468 -0.422
O -2.23230 0.68624 2.80806 -0.045 -0.136 0.299
O -0.36841 1.10394 1.58127 -1.022 -0.366 1.055
H -0.50836 4.30577 -3.49824 -0.145 0.110 0.129
H -3.26389 5.37630 -1.07533 0.001 -0.035 0.016
H -4.63610 4.83273 0.90241 0.030 -0.032 0.015
H -3.97062 2.92423 2.42492 0.001 0.028 -0.034
C 3.95579 3.00259 -0.25125 0.369 -0.096 0.029
C 2.58931 2.96208 -0.32038 -0.318 -0.253 0.062
N 1.92458 1.78962 -0.23575 0.738 0.014 -0.024
C 2.66674 0.66798 -0.07956 -0.077 0.032 -0.119
C 4.05354 0.75110 -0.01295 0.218 0.027 0.079
N 4.70245 1.89659 -0.09553 -0.149 0.069 -0.011
C 1.89102 -0.56093 -0.07209 -0.389 -0.055 -0.258
C 2.32547 -1.83518 0.24960 0.204 -0.072 0.090
C 1.41379 -2.88011 0.29500 -0.032 -0.246 -0.007
C 0.06385 -2.60901 0.01655 -0.007 -0.318 0.090
C -0.31159 -1.33870 -0.32752 0.142 0.268 -0.130
N 0.59968 -0.34225 -0.40957 0.506 -1.056 0.255
C -1.66924 -0.86786 -0.66566 0.355 -0.421 0.027
C -2.83797 -1.60919 -0.51665 -0.139 -0.119 -0.081
N -4.01245 -1.15371 -0.91608 0.114 0.066 -0.009
C -4.03430 0.06198 -1.47017 -0.132 -0.213 0.020
C -2.90135 0.83748 -1.56086 0.197 0.150 -0.011
N -1.71264 0.38122 -1.14575 -0.555 -0.267 0.029
C 1.84723 -4.25861 0.64858 -0.121 0.266 -0.046
C 1.08470 -5.04227 1.50238 -0.123 -0.018 0.093
C 1.52528 -6.31939 1.81344 0.155 -0.113 -0.064
N 2.64695 -6.85219 1.32616 -0.080 0.263 -0.077
C 3.37039 -6.09302 0.50143 -0.084 -0.131 0.163
C 3.01919 -4.80070 0.14098 0.113 0.039 -0.088
H 4.47739 3.94756 -0.32820 0.032 -0.029 0.014
H 1.99938 3.85703 -0.44516 -0.052 0.044 -0.012
H 4.64625 -0.14944 0.10314 0.023 0.048 -0.010
H 3.35981 -2.01142 0.51643 -0.038 -0.001 -0.016
H -0.66485 -3.40793 0.05636 0.039 0.000 0.000
H -2.81132 -2.58796 -0.05369 -0.047 0.002 -0.025
H -4.98492 0.43036 -1.83307 -0.005 -0.020 0.023
H -2.93720 1.83926 -1.96328 0.009 0.072 0.015
H 0.17518 -4.65991 1.95061 0.029 -0.030 -0.006
H 0.94960 -6.94235 2.48898 0.034 -0.001 -0.018
H 4.27793 -6.53992 0.11141 -0.027 0.000 0.000
H 3.64195 -4.24263 -0.54805 -0.010 -0.026 0.018

---

(2)
64
Properties=species:S:1:pos:R:3:forces:R:3 method="wB97M-V/def2-TZVPD" homo_lumo_gap_ha=0.262 de_lowest_kj_mol=0.0 total_energy_ev=-107358.4430 homo_ev=-3.28 lumo_ev=3.841 total_charge=-2
Ag 16.13632 6.49580 9.24723 0.453 -0.310 0.148
N 14.08995 6.43878 11.87032 -1.159 -0.979 -0.046
C 15.34013 6.18710 12.47383 -0.029 1.818 -2.339
C 16.34233 7.16343 12.16739 0.995 -1.644 1.908
C 17.64616 6.84156 12.59447 -1.305 -0.484 -0.705
C 17.97954 5.61514 13.17912 -0.862 1.061 0.052
C 16.96818 4.74345 13.44873 -1.214 -1.736 0.184
C 15.61015 4.98511 13.05578 1.852 0.024 1.201
S 14.21150 3.97886 13.38851 0.388 -0.274 0.538
N 13.34413 4.19243 11.97398 -1.157 0.375 -1.340
C 13.30441 5.35723 11.41989 1.810 0.191 1.882
C 12.55529 5.62420 10.17717 -1.792 -0.790 -0.750
C 11.15450 5.45673 10.01800 -0.544 -0.475 -0.236
C 10.54964 5.78559 8.77540 1.823 -1.285 0.659
C 11.43077 6.22508 7.79167 -0.908 1.207 -1.910
C 12.78934 6.35361 8.01619 -0.118 0.022 0.008
N 13.31861 5.96782 9.15523 1.275 0.691 0.901
H 14.04246 7.30865 11.28624 -0.083 -0.352 0.288
H 16.05174 8.13828 11.80084 0.090 -0.081 -0.309
H 18.47998 7.42160 12.36035 0.945 1.495 -0.254
H 18.99466 5.44065 13.48891 0.159 -0.191 -0.102
H 17.24400 3.80110 13.95102 -0.472 0.364 -0.281
H 10.52620 4.91610 10.76065 0.777 0.833 -0.216
H 9.53830 5.45120 8.52962 0.208 0.638 0.263
H 11.09659 6.55190 6.77740 0.007 -0.398 0.908
H 13.50144 6.81329 7.32351 -0.545 -0.414 -0.222
O 20.99134 8.15108 12.22308 0.035 0.101 0.281
S 21.33876 7.44174 11.02674 -0.039 -0.216 -1.320
O 22.69429 6.95902 10.87736 -0.521 0.178 0.183
N 20.24602 6.22577 10.77256 -0.490 -0.098 -1.315
C 19.52871 6.37600 9.66829 0.481 1.761 0.383
S 18.31793 5.31087 9.07449 0.277 -0.045 0.308
C 19.83984 7.74150 8.91802 0.011 -0.786 1.065
C 19.22929 8.32309 7.81065 -0.147 -1.208 -0.514
C 19.70520 9.54488 7.35787 0.512 0.177 -0.716
C 20.75945 10.19731 7.98332 -0.126 -1.435 1.170
C 21.35347 9.61359 9.13084 0.511 1.440 0.028
C 20.87965 8.41520 9.57959 -1.007 -0.969 -0.121
H 18.49447 7.77174 7.17997 0.435 0.429 0.945
H 19.36244 9.92562 6.38938 -0.189 0.009 0.543
H 21.11453 11.10556 7.57731 0.415 0.856 -0.216
H 22.14956 10.13026 9.70939 -0.548 -0.350 -0.657
O 11.43534 10.03638 4.24999 0.142 0.986 -0.325
Cl 11.58976 8.62578 4.08744 0.521 -0.983 0.166
O 12.08674 8.25269 2.78544 0.033 0.515 -0.133
O 12.54744 8.15716 5.08292 -0.328 -0.058 0.201
O 10.30721 8.00820 4.27877 -0.401 -0.448 0.353
F 8.98551 8.87777 8.17517 -0.271 0.114 0.011
C 9.90899 9.53692 8.88542 1.400 -0.417 -0.749
C 11.17884 9.62832 8.39705 -0.432 0.011 0.261
N 12.20394 10.23802 9.10619 -0.420 -0.318 -1.798
C 13.56520 10.08434 8.58492 0.589 0.132 -0.156
C 14.28089 8.94493 9.32943 -1.112 -1.804 0.160
O 13.78376 8.66040 10.46557 1.419 0.549 -1.813
O 15.16755 8.31475 8.65398 -0.851 1.517 0.984
C 11.99708 10.82686 10.31333 1.031 0.053 2.096
O 12.90361 11.38791 10.95345 -2.004 -0.439 -1.109
N 10.70237 10.61944 10.83557 0.196 0.146 -1.074
C 9.56123 10.02113 10.18723 0.588 1.167 1.602
O 8.48400 10.01447 10.76092 0.473 -0.225 -0.514
H 11.43940 9.22186 7.39908 -0.182 0.256 0.714
H 14.15580 10.95806 8.83870 -0.169 0.431 -0.066
H 13.58321 9.96492 7.47160 -0.251 -0.106 1.060
H 10.55737 11.07850 11.72650 -0.174 -0.230 -0.148

---

(3)
51
Properties=species:S:1:pos:R:3:forces:R:3 method="wB97M-V/def2-TZVPD" spin_multiplicity=3 homo_lumo_gap_ha="0.268 / 0.250" de_lowest_kj_mol=20.3 total_energy_ev=-189310.4986 homo_ev="-4.76 / -5.13" lumo_ev="2.536 / 1.659" total_charge=-1
Pd -1.49295 -0.04772 -1.91298 0.012 0.022 -0.078
S -2.19302 2.13687 -1.50217 -0.070 -0.010 -0.069
C -1.39016 2.97176 -0.17200 0.054 0.016 0.065
C -2.15409 3.92864 0.51128 0.021 -0.005 -0.013
C -1.61844 4.67824 1.54231 -0.004 0.000 0.000
C -0.29640 4.48988 1.92384 -0.005 -0.015 -0.020
C 0.46994 3.54214 1.26362 0.004 0.000 0.000
C -0.05603 2.77750 0.22353 -0.022 0.006 0.010
As 1.02103 1.46519 -0.74410 0.084 0.101 -0.041
C 0.42878 -0.13094 0.22643 -0.019 -0.114 0.042
C -0.62420 -0.14556 1.13810 0.064 0.027 0.045
C -0.95007 -1.31642 1.81495 0.017 -0.042 -0.002
C -0.22910 -2.47811 1.58621 -0.028 0.018 -0.002
C 0.81809 -2.47400 0.67023 0.000 0.002 0.002
C 1.13866 -1.31086 -0.00906 0.014 -0.003 0.038
C 2.71559 1.68467 0.23869 -0.026 0.008 0.032
C 2.96107 1.14822 1.50074 0.016 0.002 -0.020
C 4.18666 1.33950 2.12332 -0.003 0.006 -0.001
C 5.18357 2.07358 1.49311 -0.017 0.001 -0.006
C 4.94950 2.61234 0.23652 0.004 0.005 0.010
C 3.72342 2.41318 -0.38567 -0.007 -0.007 -0.011
H -3.18393 4.07154 0.20821 0.001 0.002 0.001
H -2.23445 5.41198 2.04875 -0.002 -0.004 -0.002
H 0.13592 5.07169 2.72834 -0.005 0.003 0.001
H 1.49919 3.39594 1.56610 -0.010 0.006 -0.001
H -1.18588 0.76030 1.33092 -0.022 -0.007 -0.014
H -1.77858 -1.31792 2.51223 -0.005 0.005 0.001
H -0.49081 -3.39189 2.10633 0.002 0.006 0.002
H 1.36987 -3.38307 0.46581 0.002 0.003 -0.007
H 1.93787 -1.32219 -0.74127 -0.011 -0.011 -0.018
H 2.18803 0.57604 1.99990 0.005 -0.009 0.010
H 4.36429 0.91441 3.10386 -0.002 0.000 -0.002
H 6.14016 2.22029 1.97926 0.001 0.000 -0.003
H 5.72328 3.18087 -0.26477 -0.001 0.000 0.003
H 3.54945 2.82479 -1.37386 0.004 -0.002 -0.003
Br -4.16888 -1.20585 0.05555 -0.017 -0.020 0.014
C -3.01378 -2.53043 -0.63466 0.046 0.080 -0.020
C -3.28860 -3.86612 -0.40831 -0.043 0.032 0.011
C -2.43085 -4.79918 -0.96343 0.037 -0.012 -0.016
C -1.34191 -4.36949 -1.70120 -0.016 -0.086 0.007
C -1.14397 -3.01315 -1.86620 -0.006 0.068 0.047
N -1.97378 -2.10987 -1.33089 0.049 -0.134 -0.033
C 0.05612 -2.48214 -2.65190 -0.020 0.039 -0.026
O 0.90313 -3.30247 -2.98835 0.034 0.003 -0.002
O 0.06331 -1.22698 -2.85858 -0.082 -0.042 0.065
H -4.15757 -4.14973 0.16559 -0.003 -0.003 -0.006
H -2.61991 -5.85604 -0.82300 -0.004 0.003 -0.003
H -0.63431 -5.04398 -2.16056 0.000 0.007 0.004
S -3.07278 -0.08049 -3.83974 0.035 0.238 -0.019
C -3.68694 -1.62886 -3.74640 -0.046 -0.212 0.012
N -4.11559 -2.70608 -3.68463 -0.009 0.028 0.017